Entry 1:
ORCA calculation (ωB97M-V/def2-TZVPD) on C40H64AuGeN4OP3 as an isolated structure in a non-equilibrium geometry.

```
114
Properties=species:S:1:pos:R:3
Au -0.746 1.667 -1.342
C -1.417 -0.080 -5.632
C -1.878 0.827 -4.487
C -1.151 2.175 -4.575
P -1.711 0.100 -2.782
C -0.409 -1.197 -2.965
N 0.376 -1.539 -1.794
Ge 0.163 -0.721 0.180
N -0.671 -2.127 1.741
C -1.753 -1.540 2.446
P -1.379 0.293 2.459
C -0.476 0.608 4.065
C 1.004 0.834 3.729
C -0.623 -0.484 5.122
C -3.043 1.106 2.589
C -3.852 0.658 3.805
C -3.807 0.898 1.280
C -0.153 -3.328 1.904
C -0.705 -4.355 2.720
C -0.183 -5.621 2.687
C 0.884 -5.915 1.833
C 1.458 -4.916 1.042
C 0.995 -3.623 1.104
N 1.638 -2.479 0.473
C 2.164 -2.786 -0.847
C 3.355 -3.449 -1.036
C 3.713 -3.915 -2.300
C 2.851 -3.725 -3.386
C 1.704 -2.993 -3.233
C 1.358 -2.433 -1.969
C 2.678 -1.897 1.314
C 3.471 -2.647 2.170
C 4.548 -2.069 2.819
C 4.823 -0.726 2.604
C 3.995 0.043 1.809
C 2.879 -0.517 1.158
N 1.963 0.207 0.426
C 2.155 1.643 0.518
P 1.059 2.774 -0.432
C 0.786 4.217 0.692
C -0.538 4.009 1.435
C 1.925 4.519 1.669
C 2.093 3.348 -1.855
C 3.272 4.241 -1.478
C 2.549 2.122 -2.656
C -3.271 -0.838 -2.466
C -3.743 -1.671 -3.656
C -3.094 -1.706 -1.218
H -1.699 0.383 -6.577
H -1.872 -1.069 -5.605
H -0.332 -0.184 -5.640
H -2.954 1.008 -4.583
H -0.068 2.043 -4.502
H -1.466 2.870 -3.793
H -1.360 2.638 -5.539
H 0.261 -0.815 -3.740
H -0.897 -2.090 -3.371
H -1.894 -1.935 3.452
H -2.688 -1.648 1.881
H -0.904 1.541 4.445
H 1.442 -0.065 3.285
H 1.564 1.071 4.634
H 1.121 1.665 3.031
H -0.125 -1.404 4.807
H -1.662 -0.699 5.370
H -0.133 -0.149 6.037
H -2.801 2.169 2.700
H -4.108 -0.401 3.749
H -4.785 1.222 3.839
H -3.325 0.853 4.739
H -4.183 -0.124 1.203
H -3.179 1.109 0.409
H -4.671 1.563 1.245
H -1.564 -4.137 3.340
H -0.607 -6.400 3.307
H 1.294 -6.915 1.799
H 2.284 -5.178 0.400
H 4.015 -3.627 -0.199
H 4.639 -4.459 -2.428
H 3.098 -4.140 -4.353
H 1.071 -2.832 -4.092
H 3.267 -3.697 2.321
H 5.180 -2.668 3.458
H 5.689 -0.274 3.067
H 4.237 1.087 1.685
H 3.164 1.888 0.173
H 2.083 1.965 1.563
H 0.672 5.063 0.006
H -0.502 3.111 2.059
H -1.367 3.899 0.734
H -0.742 4.865 2.079
H 1.909 3.843 2.525
H 1.796 5.529 2.058
H 2.907 4.471 1.201
H 1.392 3.933 -2.461
H 3.992 3.729 -0.838
H 2.948 5.157 -0.987
H 3.797 4.530 -2.389
H 3.374 1.612 -2.156
H 2.901 2.430 -3.641
H 1.735 1.403 -2.790
H -4.011 -0.059 -2.253
H -3.010 -2.431 -3.936
H -3.971 -1.061 -4.528
H -4.660 -2.194 -3.383
H -2.457 -2.570 -1.423
H -4.065 -2.080 -0.893
H -2.649 -1.134 -0.397
C -3.832 3.619 -0.641
O -3.165 2.690 -1.518
H -4.906 3.626 -0.826
H -3.439 4.629 -0.763
H -3.654 3.285 0.378
H -3.381 2.947 -2.422
```

Summary:
Charge: +3
E: -138577.703 eV
LUMO (spin up / spin down): -0.26126 / -0.37563 Eh
E_HOMO (spin up / spin down): -14.887 / -15.022 eV
Spin multiplicity: 4
HOMO-LUMO gap (spin up / spin down): 7.778 / 4.800 eV

Results of the Löwdin charge analysis, in e, for atoms 1 through 99: 0.579 -0.092 -0.521 -0.123 0.918 -0.350 -0.068 1.097 -0.081 -0.342 1.059 -0.515 -0.109 -0.097 -0.537 -0.082 -0.132 -0.210 0.046 -0.016 0.016 0.013 -0.132 -0.051 -0.129 0.019 0.026 -0.010 0.033 -0.204 -0.194 -0.016 -0.047 -0.037 -0.007 -0.277 -0.167 -0.374 0.908 -0.515 -0.116 -0.086 -0.542 -0.090 -0.120 -0.521 -0.086 -0.123 0.102 0.071 0.079 0.115 0.070 0.045 0.099 0.092 0.105 0.088 0.097 0.117 0.068 0.103 0.030 0.080 0.074 0.100 0.103 0.086 0.098 0.076 0.076 0.030 0.094 0.126 0.133 0.134 0.122 0.133 0.136 0.133 0.119 0.118 0.121 0.125 0.110 0.089 0.053 0.120 0.043 0.041 0.101 0.073 0.102 0.069 0.110 0.081 0.078 0.099 0.083

Entry 2:
ORCA calculation (ωB97M-V/def2-TZVPD) on a 10-piece molecular cluster, C40H64N10 overall in a non-equilibrium geometry.

```
114
Properties=species:S:1:pos:R:3
C -20.900 21.245 1.697
C -20.742 21.172 0.151
C -21.852 20.333 -0.564
C -21.966 19.012 -0.040
N -22.116 17.948 0.374
H -20.178 21.948 2.112
H -20.739 20.290 2.197
H -21.849 21.696 1.988
H -19.891 20.517 -0.033
H -20.799 22.138 -0.350
H -21.599 20.122 -1.603
H -22.873 20.639 -0.340
C -22.404 24.832 -1.804
C -23.660 25.294 -1.080
C -23.455 26.588 -0.254
C -22.610 26.562 0.974
N -21.997 26.519 1.909
H -22.518 23.791 -2.109
H -21.519 25.068 -1.214
H -22.348 25.272 -2.799
H -24.082 24.598 -0.355
H -24.425 25.339 -1.856
H -24.361 26.925 0.251
H -22.965 27.276 -0.942
C -27.341 26.048 -0.549
C -28.620 26.554 0.126
C -28.368 27.947 0.827
C -27.250 28.032 1.747
N -26.328 28.017 2.481
H -27.495 25.065 -0.995
H -26.573 26.032 0.225
H -27.074 26.638 -1.425
H -28.915 25.840 0.895
H -29.454 26.556 -0.576
H -29.278 28.073 1.412
H -28.260 28.678 0.025
C -19.150 25.688 5.867
C -20.179 25.940 4.758
C -20.428 24.705 3.903
C -19.531 24.597 2.774
N -18.720 24.454 1.940
H -18.112 25.683 5.536
H -19.374 24.834 6.506
H -19.191 26.556 6.525
H -20.021 26.909 4.285
H -21.133 26.123 5.253
H -21.408 24.635 3.432
H -20.395 23.772 4.466
C -33.172 20.179 2.063
C -32.095 21.167 2.420
C -30.656 20.866 1.966
C -29.923 19.764 2.631
N -29.299 18.975 3.193
H -32.963 19.132 2.284
H -33.205 20.229 0.975
H -34.160 20.475 2.415
H -32.029 21.074 3.504
H -32.396 22.196 2.224
H -29.970 21.710 1.892
H -30.687 20.687 0.892
C -24.335 22.700 3.408
C -24.763 24.015 2.778
C -26.223 24.196 2.865
C -27.121 23.501 1.966
N -27.818 22.962 1.220
H -24.897 21.837 3.051
H -24.264 22.888 4.480
H -23.292 22.472 3.185
H -24.426 23.979 1.742
H -24.215 24.832 3.247
H -26.366 25.277 2.886
H -26.517 23.722 3.801
C -24.433 26.770 6.986
C -25.631 26.029 6.450
C -26.646 26.970 5.758
C -27.748 26.490 4.979
N -28.686 26.047 4.364
H -24.117 27.599 6.353
H -23.600 26.078 7.103
H -24.689 27.166 7.969
H -26.185 25.420 7.164
H -25.343 25.259 5.734
H -26.127 27.758 5.213
H -27.063 27.477 6.627
N -28.756 23.123 5.727
C -28.655 22.594 4.457
C -27.862 21.455 4.575
C -27.592 21.248 5.965
C -28.168 22.280 6.625
H -29.212 23.974 6.024
H -29.091 23.101 3.609
H -27.660 20.811 3.732
H -27.110 20.345 6.310
H -28.230 22.455 7.689
N -25.403 18.956 3.665
C -25.192 18.904 5.036
C -23.907 19.242 5.332
C -23.274 19.644 4.123
C -24.186 19.404 3.146
H -26.303 18.916 3.208
H -25.883 18.354 5.658
H -23.310 19.238 6.233
H -22.337 20.159 3.970
H -24.171 19.714 2.112
N -29.027 20.627 -0.977
C -29.178 19.562 -1.776
C -30.025 19.968 -2.835
C -30.278 21.306 -2.661
C -29.689 21.703 -1.459
H -28.489 20.684 -0.124
H -28.513 18.731 -1.590
H -30.281 19.296 -3.641
H -30.888 21.874 -3.348
H -29.651 22.610 -0.874
```

Summary:
E: -57414.317 eV
LUMO: 0.01277 Eh
SMILES: c1cc[nH]c1.c1cc[nH]c1.c1cc[nH]c1.CCCC#N.CCCC#N.CCCC#N.CCCC#N.CCCC#N.CCCC#N.CCCC#N
E_HOMO: -8.044 eV
HOMO-LUMO gap: 8.392 eV

Results of the Löwdin charge analysis, in e, for atoms 1 through 99: -0.090 -0.196 -0.197 -0.295 0.159 0.047 0.074 0.043 0.110 0.097 0.123 0.117 -0.099 -0.253 -0.156 -0.204 0.192 0.069 0.078 0.074 0.082 0.105 0.089 0.121 -0.119 -0.227 -0.169 -0.210 0.160 0.067 0.044 0.078 0.088 0.109 0.116 0.120 -0.107 -0.254 -0.229 -0.258 0.139 0.074 0.073 0.066 0.112 0.092 0.072 0.122 -0.111 -0.259 -0.187 -0.207 0.151 0.080 0.072 0.076 0.102 0.114 0.070 0.087 -0.083 -0.259 -0.207 -0.201 0.197 0.069 0.089 0.041 0.092 0.104 0.091 0.098 -0.096 -0.250 -0.204 -0.211 0.153 0.080 0.073 0.078 0.111 0.089 0.100 0.125 0.010 -0.159 -0.122 -0.090 -0.154 0.126 0.086 0.055 0.077 0.107 0.051 -0.164 -0.102 -0.121 -0.170

Among the records above, which one has the lowest E? C40H64AuGeN4OP3

Among the records above, which one has the highest E? C40H64N10

What is the E in the second record? -57414.317 eV